{"formula": "C19H19N3O4", "method": "ωB97M-V with the def2-TZVPD basis set", "species": ["C", "O", "C", "C", "C", "N", "C", "O", "C", "C", "C", "C", "C", "C", "C", "O", "H", "H", "C", "O", "N", "H", "C", "C", "N", "C", "C", "C", "C", "H", "H", "H", "H", "H", "H", "H", "H", "H", "H", "H", "H", "H", "H", "H", "H"], "positions_angstrom": [[-4.71, -3.35, -0.07], [-5.69, -2.40, 0.26], [-5.91, -1.41, -0.71], [-4.73, -0.46, -0.91], [-4.32, 0.17, 0.42], [-3.04, 0.85, 0.32], [-1.83, 0.18, 0.27], [-1.70, -1.02, 0.34], [-0.80, 1.24, 0.15], [0.57, 1.14, 0.07], [1.30, 2.33, -0.05], [0.65, 3.55, -0.11], [-0.74, 3.65, -0.03], [-1.45, 2.47, 0.10], [-2.91, 2.23, 0.21], [-3.82, 3.01, 0.22], [-1.24, 4.60, -0.08], [1.25, 4.44, -0.23], [2.80, 2.33, -0.16], [3.39, 3.16, -0.82], [3.42, 1.37, 0.56], [2.87, 0.74, 1.13], [4.85, 1.18, 0.54], [5.18, -0.27, 0.26], [5.76, -0.53, -0.90], [6.05, -1.79, -1.19], [5.78, -2.85, -0.35], [5.17, -2.58, 0.87], [4.87, -1.26, 1.18], [4.41, -1.01, 2.13], [4.94, -3.37, 1.56], [6.03, -3.86, -0.63], [6.52, -1.94, -2.15], [5.25, 1.80, -0.26], [5.29, 1.48, 1.50], [1.05, 0.17, 0.08], [-5.05, 0.91, 0.75], [-4.23, -0.62, 1.17], [-5.01, 0.32, -1.63], [-3.88, -1.01, -1.32], [-6.17, -1.88, -1.68], [-6.78, -0.85, -0.35], [-4.89, -3.77, -1.07], [-4.78, -4.14, 0.67], [-3.70, -2.93, -0.04]], "molar_mass_da": 353.38, "orbital_gap_ev": 9.05}

=====

{"formula": "C4H4NO", "method": "ωB97M-V with the def2-TZVPD basis set", "species": ["C", "C", "C", "C", "N", "O", "H", "H", "H", "H"], "positions_angstrom": [[-0.24, -0.44, -0.71], [-0.76, -1.14, 0.48], [0.71, -1.37, -0.13], [-0.14, 1.02, -0.34], [-0.51, 0.73, 1.08], [-1.57, 1.29, 1.51], [0.85, -2.18, -0.79], [1.69, -1.01, 0.33], [0.87, 1.48, -0.51], [-0.88, 1.61, -0.93]], "molar_mass_da": 82.08, "orbital_gap_ev": 7.30, "charge": -1}

=====

{"formula": "F4KN2O8S4", "method": "ωB97M-V with the def2-TZVPD basis set", "species": ["K", "N", "S", "O", "O", "F", "S", "O", "O", "F", "N", "S", "O", "O", "F", "S", "O", "O", "F"], "positions_angstrom": [[19.11, 0.02, 3.56], [19.55, 2.84, 3.57], [18.84, 4.10, 4.23], [18.55, 5.26, 3.44], [19.28, 4.27, 5.57], [17.35, 3.51, 4.31], [20.25, 3.43, 2.24], [21.26, 4.42, 2.42], [19.47, 3.48, 1.07], [21.22, 2.12, 2.10], [15.23, 0.41, 6.25], [15.47, -1.18, 5.99], [15.70, -1.95, 7.15], [16.11, -1.49, 4.75], [13.94, -1.55, 5.69], [16.62, 0.84, 6.82], [17.69, 0.78, 5.86], [16.95, 0.40, 8.14], [16.35, 2.37, 6.99]], "molar_mass_da": 399.36, "orbital_gap_ev": 8.52, "charge": -1}

=====

{"formula": "C18H41N5O6", "method": "ωB97M-V with the def2-TZVPD basis set", "species": ["C", "O", "N", "C", "C", "H", "H", "H", "H", "H", "H", "H", "C", "O", "N", "C", "C", "H", "H", "H", "H", "H", "H", "H", "C", "O", "N", "C", "C", "H", "H", "H", "H", "H", "H", "H", "C", "O", "N", "C", "C", "H", "H", "H", "H", "H", "H", "H", "C", "O", "N", "C", "C", "H", "H", "H", "H", "H", "H", "H", "C", "C", "O", "C", "H", "H", "H", "H", "H", "H"], "positions_angstrom": [[-3.35, -5.48, 2.65], [-3.54, -5.72, 1.45], [-2.78, -4.37, 3.17], [-2.11, -3.38, 2.22], [-2.35, -4.29, 4.59], [-3.71, -6.19, 3.41], [-2.34, -2.39, 2.61], [-2.47, -3.58, 1.21], [-1.03, -3.29, 2.25], [-1.50, -4.90, 4.90], [-2.33, -3.30, 5.05], [-3.22, -4.57, 5.19], [-1.10, -0.11, 0.68], [-0.59, -1.17, 0.87], [-0.39, 1.07, 0.54], [-1.07, 2.19, 0.08], [1.07, 1.23, 0.76], [-2.19, -0.01, 0.58], [-1.36, 2.65, 1.02], [-1.85, 1.98, -0.65], [-0.34, 2.85, -0.38], [1.54, 1.80, -0.04], [1.19, 1.83, 1.66], [1.57, 0.31, 1.05], [4.59, 0.99, 1.31], [4.89, 0.01, 0.63], [4.73, 2.28, 0.95], [4.45, 3.37, 1.89], [4.74, 2.79, -0.48], [4.31, 0.93, 2.37], [4.98, 3.12, 2.81], [3.39, 3.56, 2.12], [4.87, 4.27, 1.44], [3.82, 3.27, -0.82], [5.59, 3.45, -0.62], [4.85, 1.92, -1.13], [-3.53, 5.43, -0.41], [-2.86, 4.95, 0.51], [-3.20, 5.47, -1.69], [-4.19, 5.90, -2.67], [-1.89, 4.98, -2.19], [-4.54, 5.84, -0.23], [-4.16, 5.02, -3.31], [-3.69, 6.64, -3.30], [-5.12, 6.29, -2.25], [-2.17, 4.33, -3.02], [-1.44, 5.88, -2.62], [-1.25, 4.48, -1.47], [-0.72, -6.02, 0.19], [-0.41, -6.78, 1.03], [0.05, -5.06, -0.41], [-0.58, -4.02, -1.30], [1.42, -4.84, -0.18], [-1.76, -5.93, -0.17], [-1.09, -4.40, -2.18], [0.00, -3.17, -1.66], [-1.26, -3.41, -0.70], [1.59, -3.82, 0.15], [1.89, -5.39, 0.64], [1.89, -5.08, -1.14], [0.29, -0.17, -3.02], [1.76, 0.28, -3.23], [2.12, 0.81, -4.32], [2.81, 0.00, -2.12], [0.15, -0.83, -2.17], [0.11, -0.75, -3.92], [-0.43, 0.61, -2.77], [2.80, 0.82, -1.41], [3.82, -0.28, -2.45], [2.60, -0.88, -1.51]], "molar_mass_da": 423.55, "orbital_gap_ev": 8.89}

=====

Energy above the lowest of the compared OMol25 structures with the same formula, charge and spin: 128.4; 295.6; 70.9; 295.1 (kJ/mol)